Molecular formula: C25H29N3O4S
Method: DFT, ωB97M-V/def2-TZVPD

Properties
Molar mass in u: 467.59
E_LUMO in eV: 0.59
ΔE to the lowest compared entry with this formula, charge and spin in kcal per mole: 52.4
Charge: 0

Structure (XYZ):
```
62
Properties=species:S:1:pos:R:3:nbo_charge:R:1
S 4.74 1.41 0.90 0.430
O -4.71 -2.15 -0.46 -0.539
O 0.00 3.70 1.27 -0.618
O -0.99 0.17 1.97 -0.630
O 5.44 -2.30 -0.93 -0.509
N 0.81 1.69 0.64 -0.415
N -1.53 1.79 -1.16 -0.446
N -0.60 -1.68 0.74 -0.622
C 5.45 2.01 -0.55 -0.421
C -0.16 2.63 0.70 0.673
C -2.70 1.70 -1.77 0.030
C -3.89 2.16 -1.22 -0.255
C -3.84 2.75 0.03 -0.173
C -5.50 -1.14 -1.04 -0.054
C 3.27 2.74 -0.71 -0.280
C 4.55 2.69 -1.30 -0.251
C 2.02 1.94 1.38 -0.265
C 3.62 -1.84 0.63 -0.353
C -2.73 -2.91 0.59 -0.415
C 1.83 -0.41 -0.13 -0.098
C -1.48 2.37 0.03 0.126
C 6.14 -3.01 0.07 -0.254
C 2.42 -1.19 0.85 -0.134
C 3.64 -0.97 -1.61 -0.279
C 2.45 -0.33 -1.38 -0.160
C -6.26 -0.28 -0.02 -0.645
C 3.20 2.09 0.48 -0.174
C -3.58 -1.69 0.24 -0.065
C -2.62 2.87 0.67 -0.192
C -0.42 -0.38 1.05 0.686
C 4.25 -1.73 -0.60 0.396
C -1.52 -2.54 1.44 -0.226
C 0.55 0.35 0.11 -0.192
H 5.58 -3.88 0.41 0.176
H -6.21 -1.67 -1.67 0.186
H 2.00 0.26 -2.16 0.221
H 6.48 1.82 -0.74 0.233
H 2.20 1.13 2.11 0.207
H 2.42 3.23 -1.15 0.231
H -6.82 -0.92 0.65 0.215
H 1.95 -1.28 1.82 0.210
H 6.37 -2.36 0.92 0.178
H -4.74 3.12 0.50 0.221
H -2.52 3.34 1.63 0.243
H 4.79 3.14 -2.25 0.223
H 4.14 -0.90 -2.57 0.228
H -0.12 -2.06 -0.07 0.404
H -2.41 -3.40 -0.33 0.200
H -3.86 -1.17 1.16 0.169
H -3.00 -0.99 -0.39 0.165
H -2.68 1.23 -2.74 0.194
H 0.02 0.48 -0.84 0.283
H 1.85 2.87 1.94 0.272
H 4.05 -2.42 1.43 0.221
H -0.99 -3.45 1.75 0.198
H -6.95 0.37 -0.54 0.211
H -4.88 -0.49 -1.67 0.155
H -1.84 -1.99 2.33 0.231
H -3.36 -3.61 1.14 0.217
H -5.57 0.33 0.56 0.208
H 7.07 -3.33 -0.40 0.202
H -4.82 2.07 -1.77 0.222
```